A:
Computed, not measured: one molecule with the formula C4H8N2OS, with ωB97M-V with the def2-TZVPD basis set.

Cartesian coordinates (Å):
C -2.424 -0.190 -0.741
C -0.260 1.170 1.201
C 0.766 0.320 0.569
C 0.947 0.685 -0.902
N 0.511 -1.018 0.916
N 0.316 -1.957 0.058
O -1.929 -1.206 -1.190
S -2.182 1.125 0.145
H -0.573 0.643 2.049
H -0.086 2.174 1.249
H 1.745 0.324 1.123
H 1.926 0.367 -1.274
H 0.949 1.787 -0.919
H 0.019 0.351 -1.516
H -0.164 -2.843 0.282
H 0.440 -1.733 -1.049

The calculation puts the lowest unoccupied orbital energy (alpha / beta) at 0.7 / -0.7 eV. The gap between HOMO and LUMO (alpha / beta) comes out at 8.321 / 6.091 eV.


B:
Computed, not measured: one molecule with the formula C4H8N2OS, with ωB97M-V with the def2-TZVPD basis set.

Cartesian coordinates (Å):
C -3.470 -0.739 -0.058
C -1.870 -1.162 0.116
N -1.147 0.100 -0.012
C 0.076 0.131 -0.154
C 1.166 -0.953 -0.017
S 2.809 -0.765 0.024
N 0.562 1.530 -0.164
O -0.270 2.658 0.038
H -3.857 0.238 -0.601
H -4.028 -1.729 -0.489
H -3.894 -0.800 1.120
H -1.684 -1.948 -0.733
H -1.685 -1.775 0.988
H 0.850 -2.040 -0.152
H 1.307 1.567 0.699
H -1.117 2.393 0.388

The structure (SMILES) is CC/N=C(\C=S)NO. The calculation puts the lowest unoccupied orbital energy at -1.6 eV. The gap between HOMO and LUMO comes out at 7.532 eV.


C:
Computed, not measured: one molecule with the formula C4H8N2OS, with ωB97M-V with the def2-TZVPD basis set.

Cartesian coordinates (Å):
C 2.826 -0.139 0.449
C 1.729 -0.863 0.115
C 0.672 -0.447 -0.739
C -1.876 1.374 0.474
N 0.741 0.378 -1.657
N -0.679 -0.989 -0.207
O -3.151 -1.081 0.323
S -2.180 -0.267 -0.443
H 3.441 -0.517 1.127
H 2.949 0.846 -0.002
H 1.549 -1.827 0.589
H -2.691 1.463 1.230
H -1.730 2.153 -0.351
H -0.954 1.057 0.985
H -0.022 0.746 -2.124
H -0.624 -1.888 0.231

The calculation puts the lowest unoccupied orbital energy at 0.3 eV. The gap between HOMO and LUMO comes out at 9.042 eV.


Short version: C is the most stable of them.


A:
Computed, not measured: a 2-piece molecular cluster, C6H13FSi overall, with ωB97M-V with the def2-TZVPD basis set.

Cartesian coordinates (Å):
C 3.417 -0.177 -0.625
C 2.383 1.052 -0.406
Si 1.050 0.857 0.736
F -0.049 1.954 0.941
C 0.395 -0.764 1.460
C -0.286 -1.638 0.420
H 3.609 -0.257 -1.676
H 4.314 -0.079 -0.156
H 2.884 -1.069 -0.322
H 2.596 2.074 -0.785
H 1.080 -1.316 1.920
H -0.310 -0.531 2.212
H -0.659 -2.619 0.806
H -1.128 -1.036 0.056
H 0.388 -1.843 -0.441
C -3.315 0.453 -1.144
C -3.299 1.366 -0.176
H -3.048 -0.622 -0.930
H -3.333 0.658 -2.190
H -3.267 1.037 0.781
H -3.420 2.500 -0.485

The structure (SMILES) is C/C=[Si](/F)CC.C=C. The calculation puts the lowest unoccupied orbital energy (alpha / beta) at 0.6 / 0.6 eV. The gap between HOMO and LUMO (alpha / beta) comes out at 8.437 / 8.438 eV.


B:
Computed, not measured: a 2-piece molecular cluster, C6H13FSi overall, with ωB97M-V with the def2-TZVPD basis set.

Cartesian coordinates (Å):
C 2.554 2.661 2.111
C 2.821 1.355 1.864
Si 1.560 0.221 0.890
F 2.562 -0.846 0.176
C 0.227 -0.888 1.829
C -0.258 -1.988 0.896
H 3.257 3.284 2.726
H 1.915 3.385 1.570
H 3.660 0.862 2.120
H 0.867 0.625 -0.361
H 0.682 -1.357 2.754
H -0.534 -0.342 2.249
H -0.700 -2.640 1.601
H -0.973 -1.800 0.128
H 0.658 -2.540 0.487
C -2.430 -0.746 -3.398
C -1.688 0.379 -3.341
H -2.824 -1.231 -4.332
H -2.743 -1.224 -2.423
H -1.614 0.695 -2.238
H -1.226 0.853 -4.180

The structure (SMILES) is C=C[Si@@H](F)CC.C=C. The calculation puts the lowest unoccupied orbital energy at 1.0 eV. The gap between HOMO and LUMO comes out at 10.952 eV.


Short version: B is the most stable of them.


A:
Computed, not measured: C10H15CuN3OP as an isolated structure, with ωB97M-V with the def2-TZVPD basis set.

Cartesian coordinates (Å):
C 0.235 2.280 -1.879
C 1.529 2.455 -2.443
C 2.432 2.826 -1.399
C 1.691 2.875 -0.179
C 0.331 2.556 -0.469
Cu -2.240 -0.203 -0.505
P -2.948 -0.497 -2.452
H -0.674 2.025 -2.416
H 1.768 2.373 -3.501
H 3.489 3.064 -1.519
H -0.499 2.546 0.232
H 2.082 3.116 0.807
H -2.221 -1.577 -3.039
H -2.765 0.564 -3.393
H -4.307 -0.881 -2.654
C -1.022 -1.414 3.793
N -0.400 -1.485 2.474
C 0.802 -2.124 2.287
C 1.370 -2.148 1.047
C 0.728 -1.434 0.007
N -0.506 -0.943 0.191
C -1.064 -0.946 1.420
O -2.216 -0.415 1.524
N 1.285 -1.212 -1.201
H -1.422 -0.410 3.960
H -0.259 -1.646 4.538
H -1.839 -2.138 3.887
H 1.210 -2.576 3.188
H 2.305 -2.661 0.846
H 2.256 -1.455 -1.340
H 0.870 -0.513 -1.815

Its spin multiplicity is 2. The calculation puts the lowest unoccupied orbital energy (alpha / beta) at 2.8 / 2.8 eV. Its charge is -1. The gap between HOMO and LUMO (alpha / beta) comes out at 4.048 / 5.398 eV. The expectation value of S² is 0.7616.


B:
Computed, not measured: C10H15CuN3OP as an isolated structure, with ωB97M-V with the def2-TZVPD basis set.

Cartesian coordinates (Å):
C 0.428 -2.189 -2.489
C 0.009 -1.132 -3.362
C -1.290 -0.724 -2.971
C -1.726 -1.545 -1.894
C -0.688 -2.493 -1.589
Cu 0.419 -1.060 -0.691
P 2.566 -0.775 -0.526
H 1.329 -2.790 -2.577
H 0.583 -0.763 -4.214
H -1.898 0.028 -3.476
H -0.750 -3.367 -0.939
H -2.693 -1.517 -1.400
H 2.966 0.559 -0.265
H 3.443 -1.155 -1.569
H 3.117 -1.473 0.571
C -1.029 0.258 3.943
N -0.736 0.810 2.621
C -0.439 2.134 2.482
C -0.095 2.646 1.264
C 0.009 1.769 0.167
N -0.232 0.468 0.330
C -0.554 -0.073 1.556
O -0.655 -1.305 1.676
N 0.371 2.214 -1.052
H -1.128 -0.824 3.848
H -1.958 0.673 4.351
H -0.223 0.491 4.652
H -0.508 2.703 3.406
H 0.130 3.695 1.137
H 0.696 3.164 -1.175
H 0.538 1.571 -1.817

Its spin multiplicity is 2. The calculation puts the lowest unoccupied orbital energy (alpha / beta) at 3.5 / 3.5 eV. Its charge is -1. The gap between HOMO and LUMO (alpha / beta) comes out at 4.284 / 6.238 eV. The expectation value of S² is 0.7616.


Short version: B is the most stable of them.